# 1
Computed, not measured: a molecular structure, C27H20N5O6PdS, with the ωB97M-V functional and the def2-TZVPD basis.

Structure (ORCA input):
```
! RIJCOSX wB97M-V def2-TZVPD def2/J DEFGRID3
* xyz -1 1
Pd 1.44218 -0.74964 0.86055
O 4.13374 -3.53444 -0.55202
C 3.15897 -3.03292 -0.00751
O 2.99125 -1.76814 0.13699
C 2.08741 -3.98045 0.53494
C 1.95802 -5.23994 -0.04520
C 0.97499 -6.08828 0.42677
C 0.17548 -5.66457 1.47970
C 0.40521 -4.40565 2.00817
N 1.33241 -3.57754 1.54687
H 2.62633 -5.51013 -0.84981
H 0.83170 -7.06732 -0.01529
H -0.60634 -6.29326 1.88495
H -0.18717 -4.03978 2.84157
S 2.35492 -0.65686 2.93882
C 1.37970 0.65151 3.53601
N 1.59563 1.22963 4.66001
N 0.82786 2.33787 4.99102
C 0.84683 3.51204 4.26088
C 0.09045 4.59480 4.72732
C 0.07549 5.79130 4.03605
C 0.80588 5.94403 2.86346
C 1.56132 4.87466 2.40524
C 1.59295 3.67083 3.08790
N 0.23392 1.06989 2.76100
N 0.10109 0.50328 1.65936
C -1.07774 0.92629 0.94902
C -1.81258 -0.03012 0.26803
C -2.95015 0.37718 -0.41161
C -3.32366 1.71475 -0.41055
C -2.56927 2.65586 0.27728
C -1.43556 2.26694 0.97220
H 0.84302 2.47925 5.98608
H -0.50378 4.47667 5.62525
H -0.52476 6.60912 4.41345
H 0.78238 6.87559 2.31601
H 2.14343 4.97336 1.49809
H 2.19797 2.85960 2.70967
H -1.47679 -1.05907 0.24807
H -3.53152 -0.35414 -0.95727
H -4.20298 2.02905 -0.95756
H -2.85827 3.69940 0.27111
H -0.82975 2.98240 1.51277
O -0.02059 -2.32547 -0.89699
C 0.23464 -1.33848 -1.59846
O 0.85117 -0.30288 -1.18079
C -0.23124 -1.30025 -3.03012
C -0.73008 -2.45689 -3.61079
C -1.18685 -2.47625 -4.92959
C -1.12977 -1.28780 -5.61517
O -1.50071 -1.03562 -6.91755
C -1.33349 0.36566 -7.09708
O -0.67925 0.89733 -5.95791
C -0.63664 -0.13010 -5.03663
C -0.17110 -0.09897 -3.74899
H -0.75700 -3.35142 -3.00414
H -1.56574 -3.37608 -5.39150
H -2.32109 0.83448 -7.20115
H -0.71667 0.54158 -7.98293
H 0.23424 0.78811 -3.28799
*
```

## Properties
DFT total energy: -2292.2567 hartree
molecular weight: 649.0 g mol⁻¹
strongest force on any atom: 0.6 eV Å⁻¹
HOMO energy: -4.872 eV
ΔE to the lowest compared entry with this formula, charge and spin: 5.7 kcal/mol
LUMO: 1.6 eV



# 2
Computed, not measured: a molecular structure, C27H20N7O8Os, with the ωB97M-V functional and the def2-TZVPD basis.

Structure (ORCA input):
```
! RIJCOSX wB97M-V def2-TZVPD def2/J DEFGRID3
* xyz 1 1
Os -0.01734 0.11620 0.19322
N 7.54331 -0.09788 7.17102
C 6.71703 -0.07562 6.37389
C 5.68760 -0.05373 5.38234
C 4.90129 -1.18815 5.18318
C 3.89969 -1.16582 4.23098
C 3.69529 -0.02049 3.46427
C 4.49538 1.10264 3.64862
C 5.48351 1.09269 4.61673
C 2.58602 -0.00803 2.47730
C 2.91193 -0.07672 1.12783
C 4.20598 -0.23292 0.58356
C 4.06722 -0.28705 -0.79323
C 2.70168 -0.14474 -1.05448
N 1.99398 -0.02487 0.07983
C 1.29348 0.03772 3.00196
C 0.94484 0.23956 4.36014
C -0.43308 0.17692 4.44442
C -0.90050 -0.08174 3.15041
N 0.11701 -0.15226 2.28176
H 5.06496 -2.07082 5.78457
H 3.28299 -2.03856 4.06109
H 4.32952 1.98455 3.04389
H 6.08868 1.97088 4.79000
H 5.11429 -0.29946 1.15760
H 4.84308 -0.41170 -1.52805
H 2.22444 -0.10902 -2.02249
H 1.64554 0.39920 5.16114
H -1.04613 0.30472 5.31926
H -1.92370 -0.25472 2.85809
C -3.87945 1.83241 0.58584
C -2.48530 1.51626 0.17948
N -1.97666 0.31641 0.29213
O -2.78145 -0.68702 0.73372
C -1.55027 2.47416 -0.32829
C -1.87365 3.88901 -0.63674
N -0.31754 1.98623 -0.51612
O 0.66849 2.63017 -0.89068
H -4.25714 1.04725 1.23525
H -4.53207 1.88511 -0.28768
H -3.91350 2.78931 1.10317
H -2.25840 -1.50771 0.61786
H -2.91855 3.98812 -0.91988
H -1.23260 4.23100 -1.44793
H -1.68237 4.52989 0.22754
O 0.12654 -4.05968 -0.75521
C -0.15796 -2.92187 -1.01846
O -0.47296 -2.00579 -0.14081
C -0.25061 -2.48616 -2.48531
C -0.28318 -3.41195 -3.52124
C -0.44897 -2.95509 -4.81792
C -0.58827 -1.61276 -5.12937
C -0.55616 -0.70698 -4.08825
C -0.37376 -1.14334 -2.78862
N -0.76439 0.72623 -4.31674
O -0.95424 1.41206 -3.32115
O -0.75032 1.12615 -5.45250
N -0.51796 -3.92886 -5.92984
O -0.41795 -5.09874 -5.63902
O -0.67400 -3.47182 -7.04116
H -0.19680 -4.47071 -3.31825
H -0.73150 -1.29158 -6.15098
H -0.34999 -0.39992 -1.99646
*
```

## Properties
DFT total energy: -2116.1997 hartree
molecular weight: 760.7 g mol⁻¹
strongest force on any atom: 3.6 eV Å⁻¹
HOMO energy (alpha / beta): -11.655 / -11.643 eV
ΔE to the lowest compared entry with this formula, charge and spin: 39.7 kcal/mol
LUMO (alpha / beta): -6.3 / -6.4 eV



# 3
Computed, not measured: a molecular structure, C27H21AsBr4GaN6O2, with the ωB97M-V functional and the def2-TZVPD basis.

Structure (ORCA input):
```
! RIJCOSX wB97M-V def2-TZVPD def2/J DEFGRID3
* xyz 1 1
Ga -0.41476 0.69825 0.82059
C 2.24649 -0.79674 4.00457
C 1.07599 -0.28175 3.45445
N 0.68658 -0.63091 2.24200
C 1.45907 -1.47207 1.53973
C 2.65745 -1.93080 2.08944
N 3.02931 -1.59879 3.30924
C 0.91965 -1.83804 0.22463
C 1.31565 -2.90038 -0.57476
C 0.59888 -3.17674 -1.74628
C -0.52802 -2.39884 -2.03888
C -0.86490 -1.35905 -1.18679
N -0.11957 -1.08278 -0.12086
C -2.09180 -0.55745 -1.22577
C -2.93262 -0.37674 -2.32526
N -4.05900 0.29979 -2.22438
C -4.38642 0.79522 -1.04746
C -3.53408 0.67351 0.04677
N -2.39510 0.01438 -0.05178
C 0.97769 -4.30543 -2.60511
C 2.31595 -4.64394 -2.81389
C 2.60514 -5.74771 -3.60290
N 1.67568 -6.49943 -4.16327
C 0.40843 -6.18138 -3.97705
C 0.00222 -5.09646 -3.21539
H 2.56710 -0.54954 5.00606
H 0.43802 0.40829 3.99610
H 3.34334 -2.55554 1.53437
H 2.13924 -3.53325 -0.28567
H -1.12840 -2.61271 -2.90843
H -2.68009 -0.74800 -3.30874
H -5.32730 1.32114 -0.97992
H -3.77402 1.09313 1.01686
H 3.11525 -4.04906 -2.40184
H 3.62882 -6.04252 -3.78928
H -0.31903 -6.82246 -4.45611
H -1.04841 -4.90257 -3.07141
Br 4.42576 4.84410 -1.66707
C 2.81082 3.90287 -1.39803
C 1.71202 4.13559 -2.22085
Br 1.81383 5.38756 -3.63035
C 0.51887 3.45386 -1.98858
Br -1.02595 3.71526 -3.04359
C 0.41482 2.55556 -0.94447
O -0.70200 1.88602 -0.65712
C 1.52536 2.31337 -0.11935
O 1.35518 1.43476 0.86817
C 2.71018 2.98537 -0.35329
Br 4.14648 2.61471 0.81494
C 0.03241 3.48392 3.04162
As -1.43558 2.31675 2.52516
C -2.35441 1.97015 4.23756
C -2.57472 3.67311 1.70034
H -0.32920 4.26423 3.71336
H 0.42187 3.94905 2.13462
H 0.84829 2.93742 3.51222
H -2.67563 2.92315 4.65942
H -1.68655 1.47710 4.94367
H -3.22589 1.33309 4.08386
H -2.66444 4.51544 2.38975
H -3.56915 3.30636 1.45398
H -2.09483 4.00857 0.78050
*
```

## Properties
DFT total energy: -15976.9974 hartree
molecular weight: 925.8 g mol⁻¹
strongest force on any atom: 0.9 eV Å⁻¹
HOMO energy: -9.865 eV
LUMO: -4.3 eV